# C16H24BrF13NO10PS

5 unconnected molecules or ions with the total composition C16H24BrF13NO10PS in a non-equilibrium geometry (the ωB97M-V functional and the def2-TZVPD basis, OMol25).

Calculated values
Kohn-Sham gap ... 10.049 eV
Strongest force on any atom ... 1.87 eV/Å
Structure (SMILES) ... N[PH2](Br)S(=O)(=O)F.CCOC(=O)C(F)(F)F.CCOC(=O)C(F)(F)F.CCOC(=O)C(F)(F)F.CCOC(=O)C(F)(F)F
E_HOMO ... -10.34 eV
Energy ... -164441.277 eV

Geometry as ORCA input:
```
! wB97M-V def2-TZVPD RIJCOSX def2/J DEFGRID3
* xyz 0 1
H -4.49 4.98 -3.18
P -2.55 3.04 3.68
H 1.31 -5.23 0.92
S -2.13 5.07 4.55
H 2.72 -0.50 -2.56
F -1.36 -1.51 0.83
H 2.34 0.96 -3.49
H 0.39 -4.53 -0.40
F 2.14 -7.77 -2.69
O 0.37 1.08 0.01
O 1.92 -7.86 0.70
H -2.26 3.58 2.44
C -4.50 3.04 -4.09
C -2.03 0.85 -5.74
N -4.15 2.96 4.21
C 2.47 1.78 3.25
F 5.17 2.94 0.29
C 2.13 0.41 -2.57
O -1.96 4.99 5.95
H 0.04 0.98 -2.47
O -3.75 2.27 -5.05
C 0.31 -5.11 0.51
C 4.38 1.45 1.93
F 3.32 -8.96 -1.31
H -1.34 -6.32 -0.16
C 2.79 1.06 4.54
C 1.47 -7.81 -0.40
F 1.34 -9.63 -1.90
F -1.93 1.59 -6.85
H -1.57 2.59 4.56
H -0.40 -7.06 1.13
H 3.33 1.72 5.22
F 6.19 2.96 2.21
F -3.39 5.97 4.30
H 0.35 -0.50 -3.35
Br -2.59 0.95 2.70
C -0.08 -1.11 0.93
C -0.33 -6.45 0.23
H -4.30 3.52 5.05
H -2.88 4.28 -3.39
H -4.76 3.28 3.47
F 0.70 -2.20 0.85
C 5.58 2.17 1.31
H 1.83 2.64 3.44
H 3.41 0.18 4.36
H -3.75 4.93 -4.79
F -0.80 0.46 -5.39
F 6.47 1.29 0.85
C 0.25 -0.10 -0.19
O -2.28 1.65 -3.47
H -0.29 -4.55 1.23
O 3.66 2.31 2.63
H -5.49 3.15 -4.53
H 1.95 1.13 2.55
C 0.65 0.09 -2.49
O 0.36 -0.73 -1.34
C -2.68 1.65 -4.60
F 0.10 -0.54 2.12
O -1.08 5.60 3.78
C 2.09 -8.56 -1.60
O 4.14 0.29 1.76
C -3.87 4.39 -3.85
O 0.38 -7.17 -0.79
H 1.87 0.74 5.03
H 2.44 1.02 -1.72
F -2.76 -0.24 -6.01
H -4.61 2.47 -3.17
*
```